# 1
181
Properties=species:S:1:pos:R:3:forces:R:3 method="wB97M-V/def2-TZVPD" spin_multiplicity=3 e_tot_ev=-99996.2839 total_charge=+1 s_squared=2.04
Pd 1.78708 -6.19446 -0.76844 -0.1 0.2 0.1
Ag 0.11094 -4.64792 2.98771 -0.1 -0.3 0.4
C -2.99147 -7.28930 1.37902 -0.1 2.9 -1.4
O -3.32094 -6.10156 2.06512 -0.5 -0.4 1.5
O -1.71511 -7.02549 0.83496 -1.3 -1.7 0.9
C -3.37498 -8.47727 2.28506 0.0 -1.0 1.4
F -2.67391 -8.51936 3.41920 0.7 0.5 0.2
F -4.66348 -8.40353 2.67365 0.1 0.7 -0.6
F -3.25048 -9.68030 1.73877 0.4 0.2 -1.0
C -4.13739 -5.01643 1.55853 1.4 0.8 -0.1
C -4.19368 -3.98525 2.68025 -0.7 -0.5 0.1
H -4.67702 -4.46126 3.53342 0.3 0.1 0.3
H -3.21215 -3.58802 2.93888 0.0 -0.2 0.1
H -4.83640 -3.14503 2.41750 0.1 0.0 -0.3
H -5.14437 -5.23638 1.20396 0.1 -0.8 0.1
H -3.55341 -4.55987 0.75940 -0.2 -0.1 -0.5
H -3.67527 -7.34818 0.53223 0.1 -0.5 -0.7
C 0.52178 -0.88064 -1.93655 0.5 0.1 -2.0
C 0.56725 -1.18167 -0.46960 -0.8 0.2 -0.2
C -0.57336 -0.36895 0.13548 -0.7 -0.5 0.9
O 0.56545 -2.57893 -0.24842 0.0 1.5 0.3
H 1.20845 -1.44151 -2.57061 -0.1 -0.5 0.3
H 0.79821 0.14059 -2.19882 -0.1 0.3 0.6
H -0.48828 -0.99459 -2.33011 0.0 -0.3 0.0
H 1.47922 -0.74468 -0.06285 0.6 -0.5 0.2
H -0.55109 0.69946 -0.07921 0.7 0.0 0.0
H -0.59723 -0.50624 1.21653 -0.1 0.1 0.1
H -1.54516 -0.64902 -0.27105 0.0 -0.5 0.0
C -3.95071 3.22342 3.15339 -0.2 -0.2 -0.1
C -4.11797 4.75690 2.98043 0.2 -1.4 -0.3
C -5.58203 5.24340 2.95961 0.3 -0.3 0.9
O -6.42930 4.53074 2.09045 -0.4 -0.3 0.2
C -7.76060 5.06882 2.10317 0.8 0.2 -1.5
N -3.37793 5.43976 4.05593 -0.8 0.3 -0.5
H -2.92844 2.86459 3.03378 0.4 0.6 -0.3
H -4.52005 2.66174 2.41279 -0.2 0.2 0.0
H -4.18412 2.80371 4.13190 -0.6 0.5 0.2
H -3.70544 4.99234 1.99935 0.2 0.0 -0.3
H -5.63069 6.29761 2.68689 0.3 0.3 0.0
H -5.92464 5.15839 3.99088 -0.3 0.0 0.3
H -8.24386 4.70121 1.19796 -0.1 -0.5 0.3
H -7.68717 6.13027 1.86645 -0.1 0.4 0.6
H -8.36892 4.86928 2.98535 0.3 -0.1 0.2
H -2.39159 5.22696 4.01177 0.1 -0.3 -0.1
H -3.44164 6.41609 3.80531 0.2 0.5 0.4
C 0.97704 -4.99793 7.78864 0.1 0.3 -0.2
C -0.43884 -4.88086 7.25946 -1.0 0.6 0.4
C -0.93737 -3.39650 7.12091 0.1 -1.8 -1.4
O -0.25989 -2.86223 6.00704 0.5 1.7 -0.1
C -0.24703 -1.42649 6.11307 1.0 -0.2 -0.1
N -0.57609 -5.69138 5.98820 -0.1 0.9 0.3
H 1.21658 -4.31530 8.60396 -0.4 0.1 0.0
H 1.64472 -4.72634 6.97099 0.3 -0.3 0.1
H 1.16168 -5.99598 8.18601 0.2 -0.1 -0.4
H -1.13948 -5.33002 7.96334 0.0 0.0 0.4
H -0.81425 -2.80537 8.02839 0.4 -0.2 0.1
H -1.98565 -3.33885 6.82784 -0.5 -0.4 0.5
H -1.22961 -0.95549 6.14095 -0.2 -0.3 -0.1
H 0.35035 -1.00456 5.30485 -0.3 -0.2 -0.3
H 0.31305 -1.13836 7.00267 -0.2 0.0 0.3
H -0.38371 -6.64245 6.26846 0.6 -0.3 -0.1
H -1.56942 -5.76223 5.81976 -0.4 0.3 -0.3
C 1.27258 4.31134 9.08158 1.0 -0.4 -0.1
C 0.69153 4.74813 7.72735 -0.5 0.1 1.3
C 1.48815 4.29936 6.55685 0.4 -0.3 -1.0
O 0.87330 4.77515 5.34429 0.4 0.2 -0.6
C 1.49710 4.31226 4.13566 0.6 -0.4 0.7
N -0.65760 4.24908 7.65091 -1.0 -0.2 -0.2
H 0.75577 4.68284 9.96645 -0.3 0.3 -0.3
H 2.31707 4.60144 9.19550 0.1 0.4 -0.1
H 1.31994 3.23043 9.21381 -0.4 -0.2 -0.4
H 0.67403 5.83799 7.72471 0.3 0.3 -0.2
H 1.56156 3.21609 6.46082 -0.1 -0.3 0.4
H 2.49460 4.68511 6.71920 0.3 0.2 -0.5
H 2.58395 4.31818 4.21837 0.2 0.3 0.2
H 1.25375 4.87614 3.23516 -0.5 0.4 0.5
H 1.27846 3.26797 3.91259 -0.5 -0.3 0.2
H -1.23269 4.84093 8.23322 -0.2 -0.2 0.4
H -1.03445 4.42823 6.73112 0.1 -0.1 -0.4
C -7.42585 -2.20315 -6.58764 0.0 -1.1 2.3
C -6.13462 -1.52607 -6.03210 -0.4 -2.9 -2.1
C -4.92706 -2.38591 -6.48304 0.4 -0.4 0.5
O -4.86881 -3.71643 -5.90314 -0.4 0.2 -0.5
C -4.91470 -3.78801 -4.47252 -0.1 0.8 -0.9
N -6.12793 -0.25985 -6.67103 1.3 1.9 0.9
H -7.47372 -3.24904 -6.28447 0.5 -0.4 -0.4
H -7.55118 -2.15200 -7.66921 0.2 0.4 0.2
H -8.29987 -1.86926 -6.02844 -0.1 0.8 -0.5
H -5.99890 -1.49047 -4.95117 -0.9 0.5 0.1
H -3.96100 -1.89700 -6.35737 0.3 0.5 1.2
H -4.85084 -2.41125 -7.57008 -0.9 -1.0 -0.3
H -4.26242 -2.99308 -4.11097 0.3 -0.2 0.6
H -4.63748 -4.78837 -4.14007 0.4 0.1 -0.3
H -5.90626 -3.61147 -4.05570 -0.3 0.1 -0.2
H -5.71047 -0.31621 -7.58899 -0.3 -0.3 -0.5
H -5.40464 0.22328 -6.15768 0.1 1.1 0.0
C 4.74268 -0.82394 4.81248 -0.1 0.6 -0.5
C 5.43696 -0.34825 3.54540 -0.5 0.3 0.1
C 6.58981 0.67119 3.82533 0.6 -0.5 -0.7
O 6.16854 1.96801 4.18944 -1.7 -0.1 -0.2
C 7.20747 2.82000 4.55587 0.6 0.1 0.9
N 5.81241 -1.53530 2.73586 0.9 0.8 -0.4
H 4.28445 0.03535 5.30212 0.1 -0.1 0.3
H 5.47184 -1.32639 5.44807 -0.1 0.1 0.2
H 3.95090 -1.52799 4.55656 -0.1 -0.1 0.1
H 4.78660 0.18612 2.85288 -0.7 0.6 0.7
H 7.14162 0.78825 2.89264 0.3 -0.3 -0.3
H 7.29845 0.33048 4.58021 0.0 -0.5 0.2
H 6.85592 3.79743 4.88624 -0.6 -0.1 -0.3
H 7.95532 2.99356 3.78212 0.0 -0.2 -0.3
H 7.69373 2.41496 5.44333 0.5 -0.2 0.1
H 5.75034 -1.15548 1.80206 0.9 -0.2 -0.6
H 5.05614 -2.20081 2.66342 -0.3 -0.2 0.8
C 2.39919 5.97252 -2.22285 0.7 0.1 0.7
C 1.52246 7.22077 -2.13388 0.6 0.3 -0.6
C 2.29743 8.56791 -1.91598 -0.1 -0.4 1.3
O 1.49256 9.56104 -1.21187 1.0 -0.8 0.1
C 2.28660 10.65133 -0.70898 -0.3 0.0 -0.9
N 0.78083 7.34009 -3.37580 -0.5 0.3 -0.3
H 1.90120 5.00303 -2.23616 -0.8 0.3 0.0
H 2.95321 5.96740 -1.28416 0.6 -0.2 -0.2
H 3.03868 5.91028 -3.10335 0.4 0.5 0.1
H 0.92241 7.00112 -1.25083 -0.6 0.6 -0.1
H 2.65366 9.00165 -2.85035 -0.1 -0.1 -0.3
H 3.19308 8.31863 -1.34698 0.2 0.3 0.4
H 3.26674 10.36438 -0.32811 -0.1 -0.4 0.2
H 1.73877 11.20826 0.05116 -0.2 -0.4 0.0
H 2.48825 11.34379 -1.52625 0.0 0.2 -0.2
H 1.41030 7.04507 -4.10849 0.0 -0.5 -0.3
H 0.76356 8.33123 -3.56926 -0.9 0.3 -0.1
C -0.49166 2.74187 -7.09416 -0.9 0.5 1.3
C -1.92360 3.19341 -6.52382 1.8 -0.9 -1.6
C -2.07292 2.71145 -5.08218 -1.6 -1.4 -1.6
O -3.39608 3.02940 -4.66745 0.6 0.2 0.4
C -3.61139 2.70997 -3.31773 -1.2 0.7 0.3
N -1.96535 4.63470 -6.59770 0.1 0.4 1.0
H -0.22480 3.25344 -8.01892 -0.3 -0.1 0.0
H -0.29032 1.67237 -7.15536 -0.5 -0.1 -0.2
H 0.19954 3.09227 -6.32764 0.4 0.2 0.0
H -2.69902 2.86034 -7.21367 -0.1 -0.7 0.4
H -1.27583 3.07430 -4.43328 0.0 0.3 0.2
H -2.08917 1.62205 -5.11465 0.8 -0.4 0.2
H -3.65827 1.65797 -3.03630 0.7 -0.5 -0.5
H -4.63480 3.01512 -3.09956 0.0 0.4 0.1
H -2.93431 3.26419 -2.66773 0.1 -0.1 0.1
H -2.92837 4.91738 -6.48459 -0.4 0.1 -0.3
H -1.63879 4.80877 -5.65793 0.6 1.4 0.1
C 0.19262 -7.19767 -6.06909 1.4 0.4 -1.3
C 1.21291 -6.15670 -5.54575 -1.0 -0.4 0.5
C 1.42436 -5.00278 -6.48372 0.9 0.2 0.2
O 2.43417 -4.12865 -5.96262 0.2 0.7 -0.5
C 2.62368 -2.97142 -6.78656 -0.2 0.1 -0.4
N 0.60187 -5.67716 -4.28863 -0.4 0.2 0.2
H -0.74446 -6.72051 -6.35597 -0.2 0.1 0.4
H 0.05478 -7.99029 -5.33367 -0.1 0.1 -0.1
H 0.57802 -7.60859 -7.00221 0.0 -0.5 0.0
H 2.18604 -6.61454 -5.36826 0.0 -0.1 0.2
H 0.48789 -4.44823 -6.54372 -0.2 0.1 -0.6
H 1.79564 -5.40153 -7.42777 -0.4 0.2 -0.4
H 2.99034 -3.12812 -7.80101 0.2 -1.0 -0.2
H 3.35209 -2.25693 -6.40312 -0.1 -0.4 0.8
H 1.69758 -2.43024 -6.98040 -0.4 0.1 0.5
H 0.06739 -4.86439 -4.56037 0.4 1.1 0.2
H -0.21718 -6.26370 -4.21625 0.0 -0.7 0.9
C 6.57255 -4.87185 -3.56363 0.5 -0.8 0.2
C 6.04583 -3.97730 -2.47420 0.6 1.0 0.2
C 6.44677 -2.51021 -2.73981 0.6 -0.2 0.4
O 5.94574 -1.71490 -1.70838 -0.5 2.1 1.6
C 6.12360 -0.23387 -1.79076 -0.1 -2.3 -0.6
N 4.62942 -4.04271 -2.28847 -0.8 -0.4 -0.7
H 7.66052 -4.87625 -3.49733 0.1 0.2 -0.3
H 6.26815 -4.65489 -4.58753 -0.1 0.3 0.1
H 6.31149 -5.90570 -3.33758 -0.3 0.0 -0.1
H 6.49599 -4.32450 -1.54419 0.4 0.3 0.2
H 6.01504 -2.06662 -3.63699 0.3 -0.6 -0.8
H 7.53607 -2.54874 -2.73353 0.3 0.6 -0.4
H 5.47700 0.22344 -1.04184 0.4 -0.3 0.2
H 5.76204 0.12710 -2.75360 0.1 -0.1 -0.3
H 7.18718 -0.02273 -1.67974 -0.1 0.3 0.2
H 4.38371 -3.17427 -1.83511 -0.3 0.1 0.4
H 4.34214 -3.89470 -3.24537 -1.2 -0.2 -0.3


# 2
168
Properties=species:S:1:pos:R:3:forces:R:3 method="wB97M-V/def2-TZVPD" e_tot_ev=-73020.1129
C -8.17618 -2.95427 -1.44762 0.5 0.6 1.1
C -8.27380 -1.55696 -0.81352 -0.6 -0.3 -1.8
O -7.04657 -0.91782 -1.07410 0.0 -1.1 0.6
C -6.95076 0.36964 -0.55519 1.7 0.4 -0.8
C -5.58991 0.88896 -1.05743 -0.6 1.5 0.7
H -9.18244 -3.35747 -1.54176 0.2 -0.3 -0.4
H -7.59027 -2.85642 -2.36018 -0.6 0.0 -0.4
H -7.55283 -3.59998 -0.82529 -0.3 -0.1 0.2
H -9.01912 -0.99607 -1.39174 -0.3 0.0 0.1
H -8.65843 -1.55899 0.20977 0.7 0.0 0.3
H -7.72027 1.00745 -0.99983 -0.4 0.0 0.6
H -6.92420 0.30230 0.53551 -0.5 0.5 0.1
H -5.54585 1.97923 -0.95811 -0.3 0.1 0.1
H -5.48371 0.76639 -2.13381 0.3 -0.7 0.1
H -4.77253 0.59503 -0.40209 0.2 -0.7 -0.6
C 7.15806 -2.14075 -4.44869 -0.7 1.0 -0.3
C 5.67940 -1.91697 -3.99756 2.0 -0.3 -0.1
O 5.78133 -1.70963 -2.59203 -0.8 -0.3 -0.2
C 4.50369 -1.78868 -1.98933 -0.2 -0.5 0.7
C 4.61162 -2.10256 -0.49019 0.1 0.5 0.3
H 7.69162 -1.18826 -4.46738 0.0 0.1 0.5
H 7.63591 -2.81101 -3.73833 0.0 -0.1 -0.2
H 7.27855 -2.45574 -5.48618 -0.4 -0.5 0.1
H 5.20811 -1.06758 -4.49653 0.0 0.1 0.0
H 5.11053 -2.82009 -4.23200 -0.2 -0.1 0.2
H 3.92011 -0.88407 -2.18672 0.1 0.3 0.3
H 3.91122 -2.57741 -2.46369 0.2 -0.3 0.0
H 4.95877 -1.25132 0.09943 0.1 0.2 -0.2
H 5.28553 -2.91604 -0.21927 0.1 -0.1 -0.6
H 3.65055 -2.36125 -0.04393 -0.2 0.0 -0.3
C 1.70429 -5.85599 3.91642 1.0 -0.2 -0.7
C 2.05008 -4.96391 2.70856 -0.7 0.1 2.1
O 0.79901 -4.39106 2.29408 1.3 0.1 -1.6
C 0.90672 -3.67924 1.02540 0.0 -1.4 -0.2
C -0.48942 -3.47558 0.54080 -1.1 0.2 0.0
H 2.61542 -6.41947 4.13367 0.1 0.3 0.5
H 1.37230 -5.27264 4.77201 0.0 -0.1 0.0
H 1.00998 -6.65917 3.66915 -0.4 0.4 -0.2
H 2.68532 -4.13159 3.02325 0.2 0.0 0.1
H 2.66528 -5.56922 2.03942 -0.8 0.2 -1.0
H 1.49928 -2.76068 1.00980 -0.3 0.3 1.0
H 1.49482 -4.29415 0.33659 -0.2 -0.4 0.0
H -1.13679 -4.35100 0.44743 0.8 -0.6 -0.3
H -0.48900 -2.95379 -0.41427 -0.1 0.1 0.1
H -1.08510 -2.95134 1.29074 0.4 0.7 -0.2
C 3.61222 3.51760 0.81105 0.2 -1.8 -1.0
C 4.76245 2.48064 0.98767 -0.6 0.8 1.0
O 5.49584 2.29294 -0.20848 -0.6 0.3 0.4
C 6.76819 1.73215 0.02929 0.4 0.3 -0.6
C 7.31905 1.22994 -1.31797 0.1 0.7 0.3
H 3.43708 3.45003 -0.26497 -0.3 0.4 0.0
H 2.71611 3.11386 1.28343 -0.1 0.2 0.2
H 3.76262 4.55354 1.10261 0.4 -0.2 0.1
H 5.32999 2.82064 1.86166 0.8 0.1 -0.4
H 4.40227 1.50595 1.33066 -0.4 -0.1 -0.2
H 7.35167 2.55120 0.46229 0.5 -0.2 0.0
H 6.73336 0.94203 0.78524 -0.2 -0.2 -0.1
H 6.54637 0.68128 -1.85473 0.1 -0.3 0.2
H 8.23374 0.64527 -1.22042 -0.2 -0.3 0.2
H 7.61418 2.06352 -1.95813 -0.2 0.2 0.1
C -3.78040 -1.64648 1.02053 0.1 -1.4 0.0
C -4.47121 -3.02792 0.96632 -0.7 1.4 0.1
O -3.78531 -3.81513 0.01725 -0.1 0.7 0.5
C -3.82506 -5.19578 0.19905 0.2 -1.0 -1.1
C -3.58101 -5.82312 -1.16395 0.0 0.0 0.1
H -4.36372 -0.91321 1.57435 0.1 0.0 0.1
H -2.77770 -1.78605 1.42578 -0.1 0.3 0.2
H -3.65081 -1.31723 -0.01071 -0.2 0.2 0.0
H -4.62636 -3.51735 1.93073 0.8 -0.1 0.2
H -5.50307 -2.82199 0.65816 -0.1 -0.3 -0.5
H -2.98156 -5.56535 0.79205 -0.2 0.3 0.6
H -4.76563 -5.55788 0.62067 -0.1 0.3 0.1
H -2.59261 -5.50578 -1.49746 0.1 -0.3 0.0
H -4.25874 -5.48949 -1.94979 -0.3 0.0 0.2
H -3.64514 -6.90328 -1.02595 0.2 0.0 -0.4
C 0.92552 5.54853 -1.04677 -0.3 -1.0 0.9
C 2.28609 6.13117 -1.32511 0.3 0.3 -0.5
O 2.46162 7.49186 -0.97747 -0.5 0.3 0.7
C 2.51201 7.68370 0.45600 0.6 -0.2 -0.9
C 2.12109 9.07027 0.82655 -0.8 1.5 -0.2
H 0.71329 5.47670 0.02179 0.4 0.0 0.1
H -0.01527 5.96118 -1.41194 0.5 0.6 -0.7
H 0.97162 4.52090 -1.41576 -0.2 -0.1 0.0
H 3.08101 5.55956 -0.84007 -0.3 -0.3 0.3
H 2.52850 5.99812 -2.38188 -0.2 0.5 -0.1
H 1.83053 7.02280 0.99176 0.2 -0.4 -0.3
H 3.55241 7.52085 0.74691 0.0 -0.4 0.3
H 1.49718 9.51748 0.04881 -0.1 -0.2 -0.1
H 2.92642 9.79383 0.95290 0.2 -0.3 0.1
H 1.48594 9.07102 1.71297 0.2 0.1 0.2
C -0.57731 -2.47983 5.70767 -0.7 -1.7 0.7
C -1.15944 -2.22870 4.31611 0.6 1.1 0.6
C -1.91062 -0.87790 4.32188 0.7 -0.4 -0.4
O -0.07773 -2.10119 3.38470 -0.2 0.4 0.2
H -0.09087 -1.63670 6.19236 0.2 0.0 -0.3
H 0.03179 -3.38903 5.73076 0.8 0.4 -0.5
H -1.29965 -2.88566 6.42601 -0.7 0.7 -0.1
H -1.78570 -3.06743 4.00644 -0.2 0.1 0.0
H -2.86995 -0.96339 4.82851 -0.1 0.1 -0.2
H -1.96452 -0.47767 3.30812 -0.6 -0.3 -0.1
H -1.30235 -0.11241 4.80795 0.0 -0.2 0.4
H 0.26885 -2.98624 3.16349 -0.1 -0.1 0.1
C -1.13035 2.66809 2.83455 -0.8 0.0 0.0
C -1.47102 4.07997 2.45329 0.6 1.3 0.7
C -1.57218 4.32143 0.95280 -0.7 0.7 1.0
O -2.62188 4.56425 3.13395 -1.3 -0.4 -0.3
H -0.95835 2.62137 3.91154 0.3 -0.2 0.0
H -0.26475 2.32820 2.27158 -0.1 -0.2 0.1
H -2.01872 2.06683 2.62636 0.2 -0.3 -0.1
H -0.74514 4.75672 2.92369 1.0 -0.2 -0.9
H -2.47271 3.88181 0.51992 0.3 -0.8 0.0
H -0.62169 4.02438 0.52061 -0.3 -0.1 -0.5
H -1.78337 5.37966 0.78593 0.5 0.1 0.0
H -2.45158 4.49061 4.07652 -0.1 0.0 0.0
C -1.12618 0.18129 0.15971 -0.6 0.5 1.1
C -0.06001 0.91863 -0.60120 0.2 -0.1 -1.0
C 1.35275 0.47068 -0.33206 0.7 -0.2 1.1
O -0.28345 0.70584 -1.99847 -0.5 0.6 -0.3
H -0.93042 0.17987 1.23567 0.4 -0.5 0.0
H -1.32746 -0.82474 -0.20476 0.3 0.0 0.0
H -2.06485 0.74192 0.14598 -0.1 0.0 -0.5
H -0.19363 1.98706 -0.41900 0.2 0.1 -0.1
H 1.77980 0.90504 0.57528 -0.3 -0.1 0.2
H 2.09206 0.72844 -1.09068 -0.4 0.1 -0.4
H 1.34884 -0.61526 -0.21040 0.2 -0.1 0.0
H -0.01606 -0.20379 -2.19542 0.2 -0.1 -0.3
C -2.31195 2.84099 -4.80137 -1.3 0.1 -0.9
C -1.00467 3.41275 -4.34976 0.5 -0.7 0.4
C -0.77601 4.84418 -4.77748 0.7 -0.5 0.2
O -0.96712 3.36010 -2.93968 0.1 0.5 0.8
H -3.11098 3.56802 -4.63216 -0.1 -0.1 0.4
H -2.57653 1.90772 -4.30371 0.2 0.1 0.2
H -2.40022 2.63147 -5.87128 0.5 0.0 -0.1
H -0.19867 2.76427 -4.71172 0.1 0.2 -0.3
H 0.23519 5.14809 -4.50074 0.1 -0.1 -0.1
H -1.42578 5.50966 -4.20938 -0.4 0.0 -0.5
H -0.84948 4.86728 -5.86455 -0.3 0.6 0.0
H -0.77632 2.45716 -2.65752 0.0 -0.3 -0.1
C 2.92644 0.94634 5.83273 -1.0 0.6 -0.9
C 1.85069 0.44240 4.82204 1.2 -0.8 0.4
C 1.86797 1.14047 3.43489 -0.2 -0.4 1.4
O 2.17234 -0.93891 4.67856 0.5 -0.5 -0.3
H 2.85043 0.38907 6.76370 0.1 -0.1 -0.1
H 2.78756 2.00944 6.04281 -0.1 0.0 0.1
H 3.91402 0.85808 5.38054 0.0 -0.3 0.1
H 0.87204 0.36662 5.30375 -0.3 1.2 -0.1
H 1.42759 2.13152 3.52790 0.1 0.1 -0.2
H 1.29494 0.51264 2.75304 -0.1 0.2 -0.1
H 2.89178 1.22061 3.06982 0.0 0.0 0.1
H 1.37475 -1.40447 4.38607 0.1 0.0 -0.4
C -4.46911 -2.19869 -3.45687 -0.9 -0.3 -0.5
C -3.00514 -1.94067 -3.18110 0.4 -1.3 -0.7
O -2.40197 -2.91436 -2.29505 -0.3 0.9 0.0
H -4.80315 -1.75891 -4.40125 0.3 0.8 0.2
H -5.18750 -1.90909 -2.68923 0.2 0.1 0.2
H -4.67652 -3.23500 -3.73834 0.4 -0.3 0.6
H -2.75933 -0.91854 -2.89065 -0.1 0.0 0.2
H -2.50064 -2.18505 -4.11843 0.2 0.5 -0.1
H -2.93232 -2.93694 -1.48405 0.1 -0.3 0.2
C 1.27751 -4.18525 -3.18599 -0.3 0.6 -0.7
C 1.11715 -2.69368 -3.55620 1.1 -0.7 1.0
O 0.43923 -1.92389 -2.57026 -0.7 -0.3 -0.4
H 2.14191 -4.55591 -3.73940 0.1 -0.1 0.2
H 0.42037 -4.71989 -3.59687 -0.1 -0.3 0.5
H 1.40132 -4.32833 -2.11446 0.0 -0.1 0.0
H 0.65665 -2.69813 -4.54472 0.1 0.7 -0.1
H 2.11279 -2.25467 -3.50772 0.0 0.1 -0.8
H -0.47652 -2.23395 -2.54549 -0.4 -0.2 0.3